(1)
{
  "formula": "C36H44CrN2Si",
  "method": "ωB97M-V/def2-TZVPD",
  "symbols": ["Cr", "Si", "N", "N", "C", "C", "C", "C", "C", "C", "C", "C", "C", "C", "C", "C", "C", "C", "C", "C", "C", "C", "C", "C", "C", "C", "C", "C", "C", "C", "C", "C", "C", "C", "C", "C", "C", "C", "C", "C", "H", "H", "H", "H", "H", "H", "H", "H", "H", "H", "H", "H", "H", "H", "H", "H", "H", "H", "H", "H", "H", "H", "H", "H", "H", "H", "H", "H", "H", "H", "H", "H", "H", "H", "H", "H", "H", "H", "H", "H", "H", "H", "H", "H"],
  "coordinates": [[1.414, -0.772, 0.613], [-0.241, -2.528, -3.739], [1.767, 0.600, 2.100], [0.324, 0.822, -0.060], [-0.860, 3.199, -0.880], [0.315, -5.492, -3.661], [1.282, -1.479, -4.449], [1.096, -6.593, -3.268], [0.248, 1.876, 0.809], [-1.598, 4.590, -2.871], [-0.437, 3.363, 5.757], [-3.938, -3.717, -2.237], [-4.343, -2.259, -4.115], [1.982, 3.466, 6.378], [-1.211, 4.600, -1.392], [-2.590, -3.850, -2.626], [2.535, 0.401, 3.197], [-0.329, 0.876, -1.236], [-4.818, -2.917, -2.972], [-2.376, 5.169, -0.572], [2.120, -2.891, 0.404], [2.331, 1.107, 4.374], [-0.382, 3.063, 0.428], [0.809, -2.168, 2.192], [2.398, -6.439, -2.797], [1.289, 2.045, 4.447], [-2.102, -3.173, -3.757], [0.906, 1.661, 2.089], [0.870, 2.568, 5.820], [0.016, 5.509, -1.221], [-3.008, -2.396, -4.512], [-0.914, 2.053, -1.684], [0.814, -4.188, -3.539], [2.176, -4.055, -3.204], [2.945, -5.155, -2.807], [0.665, 1.386, 6.781], [2.171, -2.436, 1.772], [-0.063, -2.476, 1.091], [0.742, -2.996, 0.026], [0.664, 2.411, 3.252], [1.840, -0.938, -3.678], [0.316, 5.596, -0.171], [-5.862, -2.813, -2.657], [-3.266, 4.538, -0.689], [-2.132, 5.227, 0.495], [2.944, 0.857, 5.243], [-1.089, -1.308, -3.490], [-1.248, 2.750, 5.346], [2.925, 2.916, 6.474], [-0.687, -5.658, -4.056], [-0.201, 6.514, -1.602], [3.308, -0.367, 3.123], [-0.726, 3.670, 6.770], [3.977, -5.006, -2.501], [-0.096, 0.701, 6.388], [1.700, 3.843, 7.368], [-0.412, 3.878, 1.156], [-5.021, -1.615, -4.677], [-2.635, -1.820, -5.362], [3.060, -2.412, 2.396], [-0.325, 4.267, 5.148], [-1.152, -2.439, 1.106], [0.325, 1.752, 7.756], [0.077, -2.290, -2.304], [-1.375, 2.064, -2.671], [-0.346, -0.045, -1.813], [1.591, 0.823, 6.935], [0.372, -3.519, -0.850], [2.963, -3.236, -0.197], [-0.071, 3.210, 3.183], [-4.293, -4.238, -1.347], [0.482, -1.887, 3.194], [-2.622, 6.179, -0.924], [2.664, -3.078, -3.246], [0.671, -7.590, -3.316], [-2.499, 3.992, -3.039], [-0.781, 4.197, -3.485], [0.756, -0.755, -5.087], [2.982, -7.290, -2.440], [1.920, -2.058, -5.127], [-1.905, -4.439, -2.011], [-1.804, 5.615, -3.198], [2.149, 4.324, 5.715], [0.865, 5.106, -1.787]],
  "total_energy_ha": -2841.5258,
  "multiplicity": 5
}

---

(2)
{
  "formula": "C36H44N2PdSi",
  "method": "ωB97M-V/def2-TZVPD",
  "symbols": ["Pd", "Si", "N", "N", "C", "C", "C", "C", "C", "C", "C", "C", "C", "C", "C", "C", "C", "C", "C", "C", "C", "C", "C", "C", "C", "C", "C", "C", "C", "C", "C", "C", "C", "C", "C", "C", "C", "C", "C", "C", "H", "H", "H", "H", "H", "H", "H", "H", "H", "H", "H", "H", "H", "H", "H", "H", "H", "H", "H", "H", "H", "H", "H", "H", "H", "H", "H", "H", "H", "H", "H", "H", "H", "H", "H", "H", "H", "H", "H", "H", "H", "H", "H", "H"],
  "coordinates": [[0.043, -0.101, -0.901], [0.498, -2.162, -2.308], [-0.190, 1.986, -1.145], [-1.977, 0.293, -0.099], [-5.301, 1.639, 3.407], [0.804, 2.752, -1.602], [-6.134, 2.870, 1.402], [5.193, -2.092, -1.940], [1.186, 1.436, 1.312], [4.514, -3.278, -1.633], [-1.659, -5.654, -1.359], [0.814, 4.131, -1.419], [-1.243, 3.920, -0.202], [1.523, -0.727, 0.595], [-3.444, 2.028, 0.651], [0.922, 6.982, -0.993], [-1.212, -5.912, -0.058], [3.112, -3.322, -1.678], [-0.173, -3.755, -1.502], [0.208, 6.255, 1.276], [-0.142, 6.194, -0.221], [3.077, -0.993, -2.315], [-0.198, 4.733, -0.655], [-5.613, 1.518, 1.907], [0.645, -2.386, -4.160], [2.014, 0.616, 0.494], [-2.264, 1.612, 0.003], [-6.727, 0.478, 1.724], [-1.498, 6.884, -0.432], [-4.335, 1.093, 1.182], [-1.146, -4.578, -2.094], [0.154, 0.638, 1.861], [2.388, -2.166, -1.990], [-0.229, -5.100, 0.508], [-2.785, -0.614, 0.470], [-3.977, -0.253, 1.097], [-1.249, 2.548, -0.497], [4.474, -0.940, -2.284], [0.324, -0.701, 1.405], [0.293, -4.025, -0.215], [0.258, 7.300, 1.611], [2.009, -1.618, 0.214], [-0.342, -2.320, -4.624], [-4.510, 2.381, 3.574], [-2.278, 6.454, 0.205], [-0.547, 5.737, 1.880], [-2.041, 4.317, 0.426], [-7.104, 3.083, 1.872], [2.589, -4.261, -1.487], [-1.406, 7.949, -0.178], [1.085, -3.414, 0.238], [0.900, 8.032, -0.674], [-3.645, 3.091, 0.710], [1.928, 6.596, -0.794], [4.996, -0.008, -2.525], [-0.624, -1.617, -1.169], [2.529, -0.091, -2.607], [0.153, -0.572, -2.614], [-2.419, -6.296, -1.797], [-6.474, -0.472, 2.205], [0.144, -5.288, 1.513], [-7.654, 0.848, 2.180], [-5.452, 3.688, 1.661], [-1.585, -6.773, 0.496], [1.186, 5.792, 1.460], [-4.608, -1.046, 1.502], [-4.962, 0.676, 3.807], [-0.581, 0.976, 2.582], [2.926, 0.909, -0.021], [1.640, 4.695, -1.851], [-1.811, 6.807, -1.481], [-6.193, 1.953, 3.964], [1.368, 2.487, 1.544], [-0.237, -1.588, 1.690], [-1.486, -4.394, -3.117], [0.724, 6.955, -2.072], [6.280, -2.066, -1.914], [-2.500, -1.671, 0.435], [1.069, -3.377, -4.399], [5.063, -4.182, -1.359], [-6.916, 0.301, 0.659], [-6.277, 2.850, 0.313], [1.641, 2.246, -2.098], [1.306, -1.617, -4.582]],
  "total_energy_ha": -1924.9424,
  "multiplicity": 3
}

---

(3)
{
  "formula": "C36H44N2RhSi",
  "method": "ωB97M-V/def2-TZVPD",
  "symbols": ["Rh", "Si", "N", "N", "C", "C", "C", "C", "C", "C", "C", "C", "C", "C", "C", "C", "C", "C", "C", "C", "C", "C", "C", "C", "C", "C", "C", "C", "C", "C", "C", "C", "C", "C", "C", "C", "C", "C", "C", "C", "H", "H", "H", "H", "H", "H", "H", "H", "H", "H", "H", "H", "H", "H", "H", "H", "H", "H", "H", "H", "H", "H", "H", "H", "H", "H", "H", "H", "H", "H", "H", "H", "H", "H", "H", "H", "H", "H", "H", "H", "H", "H", "H", "H"],
  "coordinates": [[-0.103, 0.226, -0.359], [-0.029, -1.035, -4.661], [1.027, -1.020, 1.181], [-1.606, -0.567, 1.147], [2.349, -1.249, 1.084], [3.408, -0.285, -6.621], [-5.387, -1.246, 4.617], [1.397, -1.385, -5.789], [-1.921, -1.248, 3.421], [1.723, -2.543, -6.515], [-3.290, -0.849, 5.907], [-1.103, -1.105, 2.286], [2.242, -3.373, 5.575], [0.962, -2.192, 3.276], [-0.331, -1.331, -1.850], [2.349, -2.366, 3.244], [-1.388, -0.186, -5.584], [2.247, -0.261, -5.854], [3.141, -2.992, 4.399], [-1.138, 0.118, -6.934], [-2.552, 0.309, -4.959], [-4.054, -0.484, 4.634], [3.037, -1.906, 2.107], [-0.424, 2.059, 0.436], [1.229, 1.536, -1.116], [-3.026, 1.632, -6.941], [-4.343, 1.028, 4.662], [-1.929, 1.060, -7.594], [-2.917, -0.313, 1.022], [-3.344, 1.241, -5.634], [3.873, -4.249, 3.910], [-0.021, 1.640, -1.799], [-3.775, -0.447, 2.112], [4.182, -1.976, 4.892], [3.724, -1.431, -7.365], [-1.037, 1.961, -0.856], [-3.236, -0.780, 3.368], [0.985, 1.803, 0.270], [2.887, -2.555, -7.301], [0.328, -1.448, 2.262], [-3.399, 1.588, 4.662], [-0.928, 2.314, 1.369], [-3.111, -1.927, 5.964], [-3.256, 0.022, 0.040], [-0.293, -0.346, -7.452], [4.876, -1.688, 4.094], [-3.637, 2.375, -7.455], [-4.899, 1.293, 5.569], [1.518, -4.141, 5.291], [4.117, -2.036, 2.000], [2.848, -0.890, 0.174], [4.541, -4.029, 3.071], [-4.928, 1.341, 3.789], [-1.461, -1.655, 4.323], [1.737, 1.831, 1.054], [-4.834, -0.218, 1.967], [2.010, 0.646, -5.288], [-1.676, 1.346, -8.614], [0.575, -0.001, -3.806], [-2.332, -0.322, 5.949], [-5.988, -0.993, 3.737], [0.322, -2.616, 4.055], [-1.110, -0.871, -2.489], [2.192, 1.315, -1.572], [-2.089, 2.109, -1.095], [2.856, -3.777, 6.387], [-5.963, -0.992, 5.517], [-3.874, -0.553, 6.786], [3.163, -3.453, -7.859], [-0.491, -2.253, -3.947], [1.083, -3.426, -6.477], [-4.213, 1.671, -5.135], [3.155, -5.013, 3.589], [3.685, -1.072, 5.264], [-0.169, 1.527, -2.866], [0.709, -1.378, -2.220], [4.060, 0.592, -6.612], [-2.816, -0.014, -3.948], [-5.209, -2.328, 4.612], [-0.665, -2.301, -1.471], [4.474, -4.668, 4.726], [4.763, -2.409, 5.715], [4.641, -1.439, -7.963], [1.712, -2.500, 5.964]],
  "total_energy_ha": -1907.2654,
  "multiplicity": 5,
  "relative_energy_kcal_mol": 63.9,
  "total_charge": 1
}